Computed, not measured: a molecular structure, C14H11F3N4O7ReS3, with ωB97M-V/def2-TZVPD.

The geometry in XYZ format:
```
43
Properties=species:S:1:pos:R:3:forces:R:3:mulliken_spin:R:1
Re 0.88750 2.27110 0.80030 -0.0829 -0.0546 0.8680 2.50
S 0.45471 3.25508 -1.22969 0.0781 0.1594 -0.0755 0.08
C -0.03586 1.74282 -1.99098 -0.0625 0.1577 -0.0408 -0.04
N -0.74911 1.82926 -3.10602 0.0742 -0.0236 0.0417 0.23
N -1.30642 0.76502 -3.62072 -0.0390 0.0846 -0.0883 0.28
C -1.75156 -0.43653 -2.99190 0.0322 -0.1121 0.0447 -0.04
C -1.70804 -1.60605 -3.73497 0.0189 0.0210 0.0443 0.04
C -2.18769 -2.78515 -3.17950 -0.0028 0.0015 -0.0011 -0.02
C -2.69909 -2.78999 -1.89185 -0.0029 -0.0037 0.0067 0.03
C -2.74593 -1.60812 -1.15907 0.0159 0.0424 0.0170 -0.02
C -2.28068 -0.42519 -1.70565 -0.0438 0.0010 0.0211 0.03
N 0.42582 0.57248 -1.53491 -0.0179 -0.1198 -0.0915 0.08
N 1.07775 0.64991 -0.42772 0.0918 0.1177 -0.0816 -0.25
C 1.71157 -0.55236 -0.00830 0.0787 -0.1708 0.0543 0.00
C 1.22160 -1.78791 -0.42436 0.0291 0.0411 0.0189 -0.05
C 1.84286 -2.93751 0.02946 -0.0188 0.0015 -0.0117 0.03
C 2.93341 -2.85513 0.88602 0.0232 -0.0027 0.0107 -0.05
C 3.40985 -1.61763 1.29516 0.0103 -0.0203 0.0133 0.03
C 2.80046 -0.45674 0.85264 -0.0755 0.0221 -0.0467 -0.04
H -1.67595 0.93910 -4.54473 0.0012 0.0331 0.0496 -0.01
H -1.28621 -1.59777 -4.73221 0.0001 0.0081 -0.0050 0.00
H -2.15202 -3.69936 -3.75692 0.0007 0.0012 0.0051 0.00
H -3.06626 -3.70958 -1.45621 0.0041 0.0010 -0.0043 0.00
H -3.14405 -1.59880 -0.15306 0.0080 -0.0087 -0.0029 0.00
H -2.32443 0.49117 -1.12936 0.0006 -0.0215 -0.0274 0.01
H 0.36033 -1.83342 -1.07676 -0.0040 -0.0068 0.0014 -0.01
H 1.46765 -3.90450 -0.27854 -0.0050 0.0074 -0.0016 0.00
H 3.40992 -3.75982 1.23963 -0.0010 0.0026 0.0033 0.00
H 4.25662 -1.55189 1.96433 0.0013 0.0018 -0.0025 0.00
H 3.17714 0.51071 1.16384 -0.0037 -0.0002 0.0065 -0.01
O 2.83095 4.82751 2.85465 -0.0316 0.0458 -0.0936 0.01
S 2.38125 3.49528 2.68058 -0.3273 -0.2194 -0.1047 0.02
O 0.81300 3.43608 2.43132 0.2410 -0.0043 -0.1417 0.04
O 2.71314 2.95848 1.22205 0.0073 -0.2290 -0.1743 0.07
O 2.74086 2.48372 3.62129 0.0558 0.1577 0.0473 0.01
F -0.83290 2.06681 4.49208 0.0422 -0.0323 0.0147 0.00
C -1.79058 1.89565 3.60251 -0.0500 -0.0165 0.0973 0.00
F -2.81303 1.26955 4.17420 0.0023 -0.0280 -0.0140 0.00
F -2.20256 3.07189 3.15495 -0.0018 0.0243 -0.0696 0.00
S -1.16601 0.84453 2.18013 -0.2591 0.0534 -0.0071 0.02
O -2.09210 -0.22057 2.02043 0.0531 -0.0624 0.0275 0.00
O -1.14203 1.79883 1.00792 -0.1760 0.0870 -0.2498 0.01
O 0.23612 0.55903 2.45994 0.3351 0.0635 -0.0576 0.03
```
Positions in Å, forces in eV/Å.

Its HOMO-LUMO gap (alpha / beta) is 6.60 / 6.65 eV. The total charge is 0. Its spin multiplicity is 4. Its LUMO energy (alpha / beta) is -0.07694 / -0.08776 Eh. Its molar mass is 686.665 g mol⁻¹. The value obtained for the energy is -2858.21971 Eh. The energy above the lowest of the compared OMol25 structures with the same formula, charge and spin is 8.0 kJ/mol.